(1)
{
  "formula": "C48H36AuClIOP2",
  "method": "the ωB97M-V functional and the def2-TZVPD basis",
  "species": ["Au", "O", "C", "C", "C", "C", "C", "C", "C", "P", "C", "C", "C", "C", "C", "C", "C", "C", "C", "C", "C", "C", "H", "H", "H", "H", "H", "H", "H", "H", "H", "H", "H", "H", "H", "H", "I", "C", "C", "C", "C", "C", "C", "C", "C", "C", "P", "C", "C", "C", "C", "C", "C", "C", "C", "C", "C", "C", "C", "C", "H", "H", "H", "H", "H", "H", "H", "H", "H", "H", "H", "H", "H", "H", "H", "H", "Cl", "C", "C", "C", "C", "C", "C", "C", "H", "H", "H", "H", "H", "H"],
  "coordinates": [[1.154, 1.303, -0.059], [2.903, 3.634, -1.173], [1.904, 3.464, -0.556], [0.976, 4.573, -0.184], [1.431, 5.888, -0.276], [0.576, 6.922, 0.052], [-0.731, 6.641, 0.448], [-1.181, 5.335, 0.516], [-0.320, 4.285, 0.203], [-0.880, 2.548, 0.184], [-1.937, 2.478, -1.282], [-1.385, 1.922, -2.435], [-2.108, 1.906, -3.618], [-3.387, 2.443, -3.652], [-3.940, 2.998, -2.506], [-3.221, 3.017, -1.322], [-1.882, 2.470, 1.689], [-3.161, 1.923, 1.736], [-3.837, 1.840, 2.945], [-3.242, 2.295, 4.110], [-1.963, 2.838, 4.071], [-1.286, 2.925, 2.867], [2.447, 6.076, -0.594], [0.920, 7.945, 0.001], [-1.402, 7.451, 0.704], [-2.199, 5.131, 0.825], [-0.393, 1.487, -2.410], [-1.674, 1.469, -4.507], [-3.956, 2.425, -4.572], [-4.937, 3.416, -2.533], [-3.665, 3.458, -0.439], [-3.640, 1.559, 0.837], [-4.831, 1.414, 2.971], [-3.774, 2.232, 5.049], [-1.493, 3.193, 4.977], [-0.289, 3.351, 2.846], [4.901, 1.146, -0.905], [5.789, -0.552, -0.134], [7.132, -0.433, 0.101], [7.902, -1.526, 0.535], [7.294, -2.732, 0.667], [5.907, -2.885, 0.418], [5.374, -4.190, 0.525], [4.059, -4.419, 0.287], [3.230, -3.324, 0.002], [3.670, -2.023, -0.089], [2.128, -0.965, -0.296], [1.095, -1.784, 0.971], [1.225, -1.312, 2.276], [0.554, -1.935, 3.317], [-0.238, -3.048, 3.060], [-0.373, -3.517, 1.762], [0.273, -2.876, 0.716], [1.462, -1.529, -1.891], [2.240, -2.158, -2.857], [1.676, -2.523, -4.073], [0.335, -2.280, -4.324], [-0.450, -1.656, -3.361], [0.117, -1.271, -2.159], [5.084, -1.772, 0.057], [7.615, 0.519, -0.069], [8.959, -1.405, 0.721], [7.856, -3.610, 0.957], [6.045, -4.998, 0.786], [3.637, -5.412, 0.347], [2.177, -3.542, -0.132], [1.867, -0.463, 2.486], [0.663, -1.565, 4.327], [-0.744, -3.551, 3.874], [-0.984, -4.385, 1.557], [0.151, -3.242, -0.296], [3.287, -2.357, -2.674], [2.292, -3.001, -4.821], [-0.101, -2.578, -5.268], [-1.502, -1.469, -3.538], [-0.508, -0.791, -1.410], [-3.994, -0.630, -2.030], [-4.222, -1.801, -0.759], [-5.188, -2.768, -0.920], [-5.389, -3.713, 0.080], [-4.619, -3.672, 1.242], [-3.647, -2.709, 1.393], [-3.398, -1.738, 0.392], [-2.410, -0.757, 0.550], [-5.784, -2.780, -1.821], [-6.150, -4.469, -0.045], [-4.789, -4.395, 2.028], [-3.066, -2.655, 2.303], [-1.766, -0.761, 1.417], [-2.268, 0.009, -0.195]],
  "charge": 1,
  "s_squared": 2.049,
  "spin_multiplicity": 3,
  "max_force_ha_per_bohr": 0.012,
  "e_tot_ha": -3502.0121
}

(2)
{
  "formula": "C48H38N4OP2PtSSe",
  "method": "the ωB97M-V functional and the def2-TZVPD basis",
  "species": ["Pt", "O", "C", "C", "C", "C", "C", "C", "P", "C", "C", "C", "C", "C", "C", "C", "C", "C", "C", "C", "C", "C", "C", "C", "C", "C", "C", "P", "C", "C", "C", "C", "C", "C", "C", "C", "C", "C", "C", "C", "H", "H", "H", "H", "H", "H", "H", "H", "H", "H", "H", "H", "H", "H", "H", "H", "H", "H", "H", "H", "H", "H", "H", "H", "H", "H", "H", "H", "N", "C", "S", "C", "C", "C", "N", "C", "C", "H", "H", "H", "H", "H", "H", "Se", "N", "C", "C", "C", "C", "C", "C", "N", "H", "H", "H", "H"],
  "coordinates": [[0.417, -0.159, 0.136], [-2.177, -0.089, 0.804], [-3.005, -0.982, 0.162], [-4.393, -0.915, 0.168], [-5.138, -1.931, -0.405], [-4.517, -3.024, -0.988], [-3.138, -3.061, -1.064], [-2.375, -2.032, -0.520], [-0.585, -2.018, -0.835], [-0.397, -1.869, -2.629], [0.918, -1.947, -3.094], [1.191, -1.795, -4.438], [0.152, -1.563, -5.330], [-1.151, -1.472, -4.868], [-1.433, -1.619, -3.521], [-0.095, -3.720, -0.439], [-0.285, -4.125, 0.882], [-0.024, -5.429, 1.252], [0.457, -6.330, 0.313], [0.673, -5.922, -0.993], [0.394, -4.622, -1.379], [-2.608, 1.162, 1.210], [-3.610, 1.346, 2.154], [-3.984, 2.632, 2.514], [-3.370, 3.731, 1.936], [-2.324, 3.553, 1.048], [-1.914, 2.269, 0.703], [-0.476, 1.979, -0.386], [0.873, 3.074, 0.141], [0.933, 3.755, 1.352], [2.085, 4.441, 1.700], [3.198, 4.402, 0.875], [3.155, 3.703, -0.324], [1.991, 3.059, -0.699], [-1.090, 2.679, -1.937], [-1.881, 1.890, -2.766], [-2.471, 2.453, -3.881], [-2.277, 3.798, -4.163], [-1.476, 4.578, -3.343], [-0.877, 4.024, -2.227], [-4.904, -0.076, 0.613], [-6.216, -1.869, -0.386], [-5.105, -3.827, -1.400], [-2.642, -3.885, -1.557], [1.711, -2.145, -2.384], [2.207, -1.854, -4.794], [0.360, -1.462, -6.384], [-1.953, -1.285, -5.564], [-2.453, -1.562, -3.171], [-0.655, -3.404, 1.602], [-0.200, -5.754, 2.267], [0.657, -7.351, 0.600], [1.054, -6.622, -1.720], [0.541, -4.325, -2.407], [-4.086, 0.491, 2.612], [-4.764, 2.770, 3.246], [-3.696, 4.728, 2.187], [-1.825, 4.408, 0.616], [0.082, 3.773, 2.015], [2.108, 5.000, 2.624], [4.099, 4.919, 1.159], [4.024, 3.651, -0.965], [1.927, 2.539, -1.647], [-2.019, 0.844, -2.526], [-3.087, 1.855, -4.533], [-2.755, 4.241, -5.022], [-1.320, 5.622, -3.572], [-0.250, 4.627, -1.585], [0.643, -1.472, 7.560], [0.586, -0.358, 6.831], [0.574, 1.137, 7.542], [0.579, -0.456, 5.363], [1.173, -1.515, 4.675], [1.141, -1.519, 3.290], [0.591, -0.544, 2.574], [0.032, 0.474, 3.226], [-0.011, 0.554, 4.602], [0.653, -1.403, 8.567], [0.611, -2.395, 7.156], [1.670, -2.316, 5.195], [1.571, -2.337, 2.726], [-0.402, 1.263, 2.626], [-0.493, 1.386, 5.092], [3.383, 0.614, 1.918], [2.668, 0.281, 0.317], [3.652, 0.166, -0.580], [3.515, -0.016, -1.968], [4.648, -0.136, -2.725], [5.940, -0.066, -2.154], [6.116, 0.151, -0.819], [4.972, 0.281, -0.003], [4.990, 0.519, 1.301], [2.528, -0.039, -2.406], [4.564, -0.276, -3.791], [6.804, -0.167, -2.792], [7.089, 0.240, -0.365]],
  "charge": 2,
  "spin_multiplicity": 1,
  "max_force_ha_per_bohr": 0.043,
  "e_above_lowest_kcal_mol": 78.5
}

(3)
{
  "formula": "C48H39BClN5O2P2PbS3",
  "method": "the ωB97M-V functional and the def2-TZVPD basis",
  "species": ["Pb", "S", "C", "C", "N", "C", "S", "C", "N", "C", "N", "C", "P", "C", "C", "C", "C", "C", "C", "C", "C", "C", "C", "C", "C", "C", "C", "C", "C", "C", "C", "P", "C", "C", "C", "C", "C", "C", "C", "C", "C", "C", "C", "C", "H", "H", "H", "H", "H", "H", "H", "H", "H", "H", "H", "H", "H", "H", "H", "H", "H", "H", "H", "H", "H", "H", "H", "H", "H", "H", "H", "H", "H", "Cl", "O", "B", "O", "C", "C", "C", "C", "C", "C", "H", "H", "H", "H", "N", "C", "S", "C", "C", "C", "N", "C", "C", "H", "H", "H", "H", "H", "H"],
  "coordinates": [[-1.558, 0.514, 0.751], [-3.817, -0.596, -0.473], [-4.809, 0.799, -0.758], [-5.989, 0.527, -1.539], [-6.937, 0.290, -2.150], [-4.614, 2.074, -0.328], [-3.292, 2.670, 0.651], [-5.569, 3.085, -0.683], [-6.308, 3.919, -0.979], [2.992, -0.093, -1.848], [2.488, -1.388, -2.307], [2.212, -2.417, -1.295], [0.784, -2.050, -0.146], [0.961, -3.442, 1.030], [1.471, -4.698, 0.713], [1.525, -5.705, 1.667], [1.053, -5.471, 2.952], [0.541, -4.224, 3.279], [0.511, -3.216, 2.327], [-0.565, -2.720, -1.221], [-1.396, -3.791, -0.904], [-2.427, -4.169, -1.754], [-2.649, -3.488, -2.940], [-1.841, -2.405, -3.262], [-0.822, -2.022, -2.406], [2.990, -1.878, -3.522], [2.233, -2.818, -4.242], [2.673, -3.303, -5.458], [3.873, -2.866, -6.010], [4.625, -1.938, -5.310], [4.199, -1.451, -4.080], [1.628, 0.943, -1.145], [2.540, 2.498, -0.792], [3.198, 2.568, 0.440], [3.853, 3.732, 0.814], [3.846, 4.844, -0.017], [3.194, 4.782, -1.241], [2.553, 3.612, -1.629], [0.681, 1.415, -2.637], [-0.450, 2.210, -2.419], [-1.309, 2.533, -3.454], [-1.063, 2.053, -4.735], [0.044, 1.250, -4.965], [0.910, 0.932, -3.924], [3.413, 0.430, -2.705], [3.749, -0.183, -1.061], [3.088, -2.579, -0.655], [1.986, -3.336, -1.830], [1.821, -4.908, -0.290], [1.930, -6.675, 1.404], [1.090, -6.257, 3.697], [0.178, -4.026, 4.281], [0.151, -2.230, 2.597], [-1.251, -4.332, 0.024], [-3.071, -4.995, -1.475], [-3.466, -3.773, -3.592], [-2.025, -1.832, -4.163], [-0.228, -1.150, -2.661], [1.275, -3.130, -3.847], [2.056, -4.015, -5.993], [4.209, -3.241, -6.968], [5.569, -1.589, -5.714], [4.824, -0.752, -3.543], [3.195, 1.699, 1.093], [4.357, 3.769, 1.773], [4.345, 5.757, 0.288], [3.183, 5.645, -1.898], [2.040, 3.576, -2.583], [-0.690, 2.544, -1.415], [-2.191, 3.128, -3.249], [-1.744, 2.288, -5.544], [0.235, 0.851, -5.955], [1.755, 0.284, -4.126], [3.228, -0.892, 1.561], [-3.028, -1.687, 2.911], [-2.285, -0.488, 2.867], [-1.953, -0.143, 4.205], [-2.479, -1.114, 5.007], [-2.418, -1.231, 6.377], [-3.042, -2.345, 6.941], [-3.693, -3.285, 6.150], [-3.749, -3.153, 4.762], [-3.129, -2.050, 4.217], [-1.905, -0.493, 6.979], [-3.016, -2.479, 8.016], [-4.166, -4.138, 6.619], [-4.249, -3.876, 4.133], [-0.664, 7.514, 3.367], [-0.385, 6.509, 4.221], [-0.136, 6.775, 5.825], [-0.311, 5.160, 3.576], [-0.119, 5.022, 2.206], [-0.123, 3.750, 1.658], [-0.308, 2.652, 2.380], [-0.470, 2.780, 3.694], [-0.466, 4.009, 4.337], [-0.844, 8.417, 3.774], [-1.095, 7.308, 2.481], [0.073, 5.860, 1.549], [0.028, 3.610, 0.594], [-0.628, 1.864, 4.249], [-0.613, 4.077, 5.405]],
  "charge": -2,
  "spin_multiplicity": 1,
  "max_force_ha_per_bohr": 0.006,
  "e_above_lowest_kcal_mol": 0.0
}

(4)
{
  "formula": "C48H39Br2NOPSbTl",
  "method": "the ωB97M-V functional and the def2-TZVPD basis",
  "species": ["Tl", "C", "C", "C", "C", "C", "C", "C", "P", "C", "C", "C", "C", "C", "C", "C", "C", "C", "C", "C", "C", "C", "C", "H", "H", "H", "H", "H", "H", "H", "H", "H", "H", "H", "H", "H", "H", "H", "H", "H", "H", "H", "H", "Br", "C", "C", "C", "Br", "C", "C", "C", "C", "N", "C", "C", "O", "H", "H", "H", "H", "C", "C", "C", "C", "C", "C", "Sb", "C", "C", "C", "C", "C", "C", "C", "C", "C", "C", "C", "C", "H", "H", "H", "H", "H", "H", "H", "H", "H", "H", "H", "H", "H", "H", "H"],
  "coordinates": [[-0.447, 0.576, -0.165], [-3.703, -4.226, 1.504], [-2.967, -4.308, 0.189], [-3.026, -5.488, -0.545], [-2.371, -5.627, -1.762], [-1.623, -4.579, -2.274], [-1.550, -3.394, -1.558], [-2.218, -3.244, -0.342], [-2.082, -1.614, 0.425], [-1.700, -1.905, 2.181], [-0.455, -2.539, 2.313], [0.083, -2.809, 3.557], [-0.612, -2.412, 4.694], [-1.833, -1.777, 4.568], [-2.410, -1.515, 3.322], [-3.789, -0.897, 3.316], [-3.617, -0.741, 0.048], [-4.731, -1.378, -0.501], [-5.751, -0.642, -1.077], [-5.634, 0.740, -1.193], [-4.523, 1.382, -0.677], [-3.531, 0.662, -0.004], [-2.443, 1.382, 0.659], [-4.522, -4.944, 1.524], [-4.119, -3.234, 1.686], [-3.036, -4.454, 2.338], [-3.610, -6.315, -0.156], [-2.449, -6.559, -2.309], [-1.100, -4.679, -3.217], [-0.957, -2.573, -1.941], [0.101, -2.816, 1.421], [1.038, -3.312, 3.639], [-0.199, -2.598, 5.677], [-2.369, -1.469, 5.460], [-3.836, -0.057, 4.013], [-4.525, -1.630, 3.654], [-4.107, -0.547, 2.340], [-4.804, -2.458, -0.473], [-6.632, -1.147, -1.455], [-6.408, 1.313, -1.688], [-4.430, 2.459, -0.751], [-2.119, 0.985, 1.614], [-2.451, 2.463, 0.598], [4.308, -1.634, -0.460], [3.517, -0.884, 1.075], [4.320, -0.786, 2.230], [3.817, -0.280, 3.386], [4.933, -0.167, 4.904], [2.476, 0.170, 3.436], [1.853, 0.696, 4.590], [0.565, 1.138, 4.527], [-0.111, 1.070, 3.299], [0.426, 0.559, 2.216], [1.701, 0.093, 2.260], [2.203, -0.464, 1.035], [1.431, -0.557, -0.035], [5.348, -1.117, 2.183], [2.411, 0.742, 5.516], [0.064, 1.545, 5.395], [-1.124, 1.451, 3.226], [0.728, 4.321, -5.470], [1.742, 3.859, -4.640], [1.599, 2.645, -3.983], [0.443, 1.883, -4.160], [-0.571, 2.348, -4.995], [-0.423, 3.567, -5.649], [0.272, 0.065, -3.094], [-1.525, -0.649, -3.950], [-2.740, -0.097, -3.543], [-3.930, -0.548, -4.100], [-3.916, -1.570, -5.041], [-2.712, -2.136, -5.434], [-1.517, -1.675, -4.892], [1.667, -1.119, -4.111], [2.465, -2.013, -3.407], [3.394, -2.787, -4.096], [3.512, -2.666, -5.473], [2.707, -1.774, -6.173], [1.784, -0.991, -5.494], [0.837, 5.271, -5.980], [2.643, 4.444, -4.505], [2.399, 2.291, -3.339], [-1.470, 1.763, -5.148], [-1.209, 3.924, -6.303], [-2.770, 0.697, -2.802], [-4.867, -0.101, -3.801], [-4.846, -1.924, -5.470], [-2.700, -2.932, -6.168], [-0.582, -2.120, -5.210], [2.365, -2.108, -2.335], [4.026, -3.479, -3.552], [4.237, -3.268, -6.008], [2.801, -1.685, -7.248], [1.171, -0.281, -6.039]],
  "charge": 1,
  "spin_multiplicity": 1,
  "max_force_ha_per_bohr": 0.025,
  "e_above_lowest_kcal_mol": 6.2
}

(5)
{
  "formula": "C48H39BrFNO2S2Ta",
  "method": "the ωB97M-V functional and the def2-TZVPD basis",
  "species": ["Ta", "C", "C", "C", "C", "C", "C", "C", "S", "O", "C", "C", "C", "C", "C", "C", "C", "C", "C", "C", "C", "C", "C", "C", "C", "C", "C", "C", "C", "C", "S", "O", "C", "C", "C", "C", "C", "C", "C", "H", "H", "H", "H", "H", "H", "H", "H", "H", "H", "H", "H", "H", "H", "H", "H", "H", "H", "H", "H", "H", "H", "H", "H", "H", "H", "Br", "C", "C", "C", "C", "C", "C", "H", "H", "H", "H", "C", "C", "C", "C", "C", "C", "C", "C", "N", "H", "H", "H", "H", "H", "H", "H", "H", "H", "F"],
  "coordinates": [[-0.805, -2.105, -0.481], [5.763, -4.211, -4.078], [4.980, -3.477, -3.029], [4.133, -2.422, -3.390], [3.389, -1.748, -2.445], [3.496, -2.145, -1.114], [4.315, -3.193, -0.724], [5.062, -3.849, -1.691], [2.519, -1.359, 0.114], [1.116, -1.375, -0.561], [3.004, 0.354, -0.062], [4.281, 0.614, -0.618], [4.697, 1.898, -0.774], [3.855, 2.977, -0.409], [4.264, 4.317, -0.611], [3.459, 5.352, -0.238], [2.208, 5.091, 0.359], [1.789, 3.809, 0.570], [2.599, 2.710, 0.183], [2.182, 1.353, 0.388], [0.975, 1.166, 1.260], [1.221, 1.223, 2.674], [2.536, 1.223, 3.210], [2.737, 1.229, 4.561], [1.644, 1.251, 5.452], [0.370, 1.272, 4.966], [0.128, 1.260, 3.572], [-1.191, 1.291, 3.061], [-1.419, 1.216, 1.723], [-0.330, 1.130, 0.828], [-0.656, 0.696, -0.879], [0.422, 1.212, -1.741], [-2.158, 1.520, -1.317], [-3.383, 0.908, -1.089], [-4.535, 1.523, -1.547], [-4.476, 2.727, -2.246], [-5.722, 3.371, -2.783], [-3.229, 3.312, -2.468], [-2.066, 2.715, -2.014], [6.043, -3.550, -4.896], [5.161, -5.019, -4.498], [6.666, -4.654, -3.661], [4.066, -2.127, -4.430], [2.737, -0.927, -2.720], [4.369, -3.492, 0.315], [5.712, -4.664, -1.401], [4.923, -0.202, -0.917], [5.675, 2.106, -1.190], [5.228, 4.502, -1.067], [3.777, 6.374, -0.395], [1.574, 5.917, 0.656], [0.827, 3.634, 1.031], [3.388, 1.215, 2.544], [3.746, 1.220, 4.952], [1.821, 1.257, 6.519], [-0.480, 1.290, 5.637], [-2.020, 1.354, 3.756], [-2.429, 1.220, 1.339], [-3.435, -0.048, -0.584], [-5.495, 1.049, -1.378], [-6.617, 2.882, -2.403], [-5.742, 3.311, -3.872], [-5.764, 4.426, -2.512], [-3.169, 4.244, -3.016], [-1.094, 3.150, -2.210], [-4.909, -0.995, -5.803], [-3.816, -1.421, -4.324], [-2.487, -1.035, -4.328], [-1.709, -1.321, -3.214], [-2.234, -1.973, -2.091], [-3.574, -2.373, -2.142], [-4.364, -2.106, -3.248], [-2.072, -0.511, -5.178], [-0.671, -0.987, -3.236], [-4.020, -2.893, -1.302], [-5.400, -2.415, -3.275], [-4.414, -1.252, 1.693], [-3.394, -1.633, 2.728], [-3.727, -1.641, 4.077], [-2.790, -1.967, 5.043], [-1.499, -2.307, 4.666], [-1.127, -2.316, 3.330], [0.270, -2.682, 2.920], [-2.083, -1.961, 2.365], [-1.691, -1.909, 1.028], [-5.421, -1.463, 2.049], [-4.254, -1.791, 0.760], [-4.366, -0.182, 1.469], [-4.742, -1.395, 4.369], [-3.068, -1.973, 6.089], [-0.769, -2.576, 5.420], [0.844, -3.035, 3.776], [0.792, -1.814, 2.507], [0.271, -3.473, 2.165], [-0.222, -3.904, -0.523]],
  "charge": 1,
  "spin_multiplicity": 1,
  "max_force_ha_per_bohr": 0.011,
  "e_above_lowest_kcal_mol": 25.6
}